138
Properties=species:S:1:pos:R:3 method="wB97M-V/def2-TZVPD" smiles="CCOS(C)(=O)=O.CCOS(C)(=O)=O.CCOS(C)(=O)=O.CCOS(C)(=O)=O.CCOS(C)(=O)=O.CCOS(C)(=O)=O.ClCCCl.ClCCCl.ClCCCl.ClCCCl.ClCCCl.ClCCCl" homo_energy_ev=-10.40 homo_lumo_gap_ev=10.4 total_energy_ha=-10451.86432
Cl 5.38463 0.27632 -2.75159
C 4.75793 1.89592 -2.31206
C 4.89828 2.75892 -3.56085
Cl 4.21169 4.32501 -3.21031
H 5.35022 2.30080 -1.49147
H 3.70863 1.85107 -2.02048
H 4.32190 2.36602 -4.39842
H 5.93901 2.94991 -3.82260
Cl -3.96209 5.30807 2.97311
C -3.56717 3.83882 3.84351
C -2.12129 3.49831 3.77006
Cl -1.75987 2.02231 4.71507
H -4.24347 3.01511 3.61503
H -3.77409 4.03333 4.89586
H -1.51586 4.32125 4.14997
H -1.92211 3.37384 2.70566
Cl 1.85359 -0.62759 -6.04943
C 3.20777 -1.08929 -4.96637
C 4.58660 -0.96799 -5.72405
Cl 4.68876 -2.31172 -6.89942
H 3.02056 -2.08999 -4.57695
H 3.18354 -0.44751 -4.08567
H 5.33855 -1.13003 -4.95177
H 4.87109 -0.01618 -6.17262
Cl 1.16347 -6.14547 0.01432
C 2.53082 -5.02278 -0.28961
C 3.05221 -4.98391 -1.75209
Cl 4.23005 -3.69622 -2.00749
H 3.37566 -5.31990 0.33172
H 2.13676 -4.09201 0.11842
H 2.21129 -4.94191 -2.44432
H 3.44618 -5.95092 -2.06480
Cl -3.91064 -3.67691 -4.87384
C -2.94713 -2.12124 -4.57182
C -3.74524 -1.06499 -3.94167
Cl -5.14333 -0.62774 -4.93407
H -2.64123 -1.83789 -5.57892
H -2.01395 -2.35927 -4.06131
H -3.14489 -0.18227 -3.72146
H -4.17997 -1.47289 -3.02913
Cl 0.28245 4.80540 1.24233
C 0.92242 5.52735 -0.20404
C 1.54370 4.38437 -1.09228
Cl 0.39742 3.28536 -1.88264
H 1.70533 6.25982 -0.00748
H 0.12904 6.01309 -0.77211
H 2.40025 3.97563 -0.55622
H 2.00061 4.88189 -1.94773
O -2.48476 1.31005 -1.46211
S -3.57199 2.28551 -1.68445
O -3.77805 2.87066 -3.01592
O -5.02585 1.65584 -1.11271
C -6.22162 2.30873 -1.27595
C -7.17072 1.17272 -1.71139
C -3.33638 3.71131 -0.48815
H -6.22213 3.12416 -1.99927
H -6.39694 2.74569 -0.29288
H -7.01350 1.02287 -2.77954
H -8.20849 1.49674 -1.63303
H -7.09174 0.18884 -1.24895
H -3.37370 3.28003 0.51220
H -4.10728 4.43203 -0.76088
H -2.37803 4.14425 -0.77493
O -4.09617 -5.27436 -1.29379
S -2.81266 -4.55672 -1.23927
O -2.73626 -3.16824 -1.61170
O -2.15554 -4.75788 0.27678
C -1.20718 -3.82735 0.68635
C -0.79728 -4.26926 2.07361
C -1.54326 -5.44691 -2.29435
H -1.57855 -2.80263 0.69658
H -0.35234 -3.85984 0.01086
H -1.62468 -4.20698 2.78046
H -0.08817 -3.61395 2.57940
H -0.43351 -5.28579 2.22345
H -0.77476 -4.68310 -2.41301
H -1.97195 -5.72720 -3.25651
H -1.32168 -6.37960 -1.77558
O -3.53674 0.87285 2.17675
S -4.21589 -0.41152 2.23306
O -3.81368 -1.48747 3.18348
O -5.86144 -0.20710 2.47226
C -6.53393 0.96790 2.04465
C -7.98551 0.70586 1.83006
C -4.24435 -1.00589 0.48636
H -6.03436 1.42029 1.18797
H -6.47745 1.63989 2.90101
H -8.09220 0.02654 0.98433
H -8.57634 1.58118 1.56019
H -8.51179 0.28338 2.68601
H -4.83487 -0.25875 -0.04387
H -4.57607 -2.03468 0.34623
H -3.20991 -0.92628 0.15216
O 4.03553 4.41567 3.40078
S 4.10635 3.34367 2.43030
O 4.31130 3.52387 0.98845
O 5.21329 2.20896 2.95959
C 5.16154 1.81881 4.30836
C 6.49042 1.22948 4.52252
C 2.63135 2.30072 2.64521
H 4.36644 1.07536 4.36498
H 4.97391 2.65025 4.98777
H 6.51724 0.80599 5.52652
H 7.12660 2.11437 4.50356
H 6.95851 0.55422 3.80627
H 1.87527 2.80475 2.04322
H 2.32176 2.14102 3.67804
H 3.01498 1.42732 2.11787
O 2.12459 -0.68901 4.18995
S 2.93499 -1.66682 3.49438
O 2.30569 -2.54891 2.51761
O 4.08934 -0.69999 2.72335
C 5.06098 -1.32080 1.96867
C 4.73613 -1.00546 0.49023
C 4.08911 -2.37209 4.86436
H 4.99306 -2.40868 1.97299
H 6.03264 -0.96093 2.30703
H 3.66463 -1.12659 0.33113
H 5.32628 -1.52589 -0.26407
H 4.91041 0.03512 0.21651
H 3.49211 -2.98594 5.53881
H 4.52730 -1.49375 5.33827
H 4.84921 -2.99306 4.39029
O 2.28516 -0.67515 -1.68789
S 0.95926 -1.33370 -1.68846
O 0.72444 -2.72029 -1.97245
O 0.13080 -0.93821 -0.33389
C 0.64169 0.04459 0.55092
C -0.43528 0.67263 1.36857
C -0.07097 -0.39169 -2.91424
H 1.08510 0.89739 0.03691
H 1.35465 -0.40406 1.24265
H -0.93435 0.04692 2.10851
H -1.17036 1.03900 0.65196
H 0.03511 1.44619 1.97556
H 0.35843 -0.43624 -3.91512
H 0.03198 0.63352 -2.55865
H -1.11503 -0.67963 -2.79126